[1]
C4H12N6 | ωB97M-V/def2-TZVPD

Geometry as ORCA input:
```
! wB97M-V def2-TZVPD RIJCOSX def2/J DEFGRID3
* xyz 2 1
C -2.497 -0.157 0.791
C -1.955 0.519 -0.249
C 0.715 -0.482 0.125
C 2.280 1.287 -0.032
N 0.748 -1.768 0.377
N 1.927 0.012 -0.271
N 1.404 2.280 0.121
N 2.954 -1.047 -0.541
N -3.616 -0.878 0.757
N -1.736 1.378 -1.162
H -1.874 -0.139 1.663
H 3.334 1.548 -0.179
H 1.620 -2.272 0.213
H 1.580 3.311 0.221
H 0.516 1.857 0.322
H 3.195 -1.078 -1.458
H 3.838 -0.901 -0.011
H -3.738 -1.543 1.515
H -4.020 -1.118 -0.030
H -2.125 2.337 -1.044
H 0.086 -2.337 0.998
H -1.107 1.241 -1.936
*
```

As for the HOMO energy: -16.1 eV. The electronic energy is -13262.688 eV. The value obtained for the HOMO-LUMO gap is 8.39 eV. The energy relative to the best compared isomer or geometry (same formula, charge and spin) comes out at 394.2 kJ/mol.

***

[2]
C3H8O3 | ωB97M-V/def2-TZVPD

Geometry as ORCA input:
```
! wB97M-V def2-TZVPD RIJCOSX def2/J DEFGRID3
* xyz 0 1
C 1.546 0.019 -1.557
C 0.528 1.127 -1.384
O -0.034 1.365 -0.363
O 0.293 1.771 -2.543
H 1.567 -0.617 -0.616
H 1.380 -0.759 -2.365
H 2.563 0.489 -1.712
H -0.451 2.434 -2.386
C -1.413 -1.096 2.486
O -0.602 -1.182 1.272
H -1.355 -2.058 3.069
H -1.133 -0.194 3.028
H -2.463 -1.031 2.095
H -0.427 -0.268 0.976
*
```

As for the HOMO energy: -9.9 eV. The electronic energy is -9382.944 eV. The SMILES is CC(=O)O.CO. The value obtained for the HOMO-LUMO gap is 10.52 eV. The energy relative to the best compared isomer or geometry (same formula, charge and spin) comes out at 82.8 kJ/mol.

***

[3]
H14O31Pb2S6Zn2 | ωB97M-V/def2-TZVPD

Geometry as ORCA input:
```
! wB97M-V def2-TZVPD RIJCOSX def2/J DEFGRID3
* xyz -4 1
Zn 1.936 -0.893 2.051
Zn -2.993 -0.809 -1.033
Pb 3.239 2.015 -1.042
Pb 2.715 -1.268 -3.173
S 0.763 -0.459 5.137
O 1.309 0.830 5.588
O 1.534 -1.563 5.762
O -0.653 -0.544 5.503
O 0.910 -0.588 3.640
S -4.742 1.300 1.029
O -5.754 0.453 1.702
O -5.353 2.423 0.325
O -3.814 1.824 2.051
O -3.967 0.401 0.097
S 0.249 0.014 -0.613
O 0.935 1.341 -0.732
O 0.438 -0.630 0.698
O -1.175 0.114 -0.978
O 0.920 -0.887 -1.615
S 3.530 2.124 2.149
O 3.470 3.069 0.935
O 4.925 1.733 2.330
O 3.024 2.826 3.311
O 2.641 0.970 1.760
S -3.965 0.869 -3.877
O -4.893 0.007 -4.659
O -4.658 2.078 -3.429
O -3.505 0.068 -2.674
O -2.789 1.202 -4.690
S 4.384 -1.280 -0.115
O 5.391 -0.718 0.744
O 4.847 -2.495 -0.811
O 3.144 -1.533 0.656
O 4.080 -0.299 -1.278
O -0.246 2.716 -2.851
H -0.536 3.615 -2.673
H 0.267 2.448 -2.066
O -1.963 -2.401 -1.884
H -1.057 -2.721 -1.677
H -2.279 -2.957 -2.601
O 0.610 -3.591 -1.041
H 0.958 -2.775 -0.629
H 1.125 -3.671 -1.855
O -1.892 -0.260 2.480
H -1.047 -0.097 2.035
H -2.579 0.185 1.931
O -0.231 -0.005 -4.137
H -1.008 -0.106 -3.558
H 0.144 -0.885 -4.215
O 1.164 -2.915 2.017
H 0.279 -2.955 1.637
H 1.653 -3.644 1.621
O -0.039 3.055 1.084
H 0.682 2.532 1.456
H -0.126 2.738 0.175
*
```

As for the HOMO energy: 2.1 eV. The electronic energy is -236040.359 eV. The value obtained for the HOMO-LUMO gap is 1.56 eV.

***

[4]
C5H12NO | ωB97M-V/def2-TZVPD

Geometry as ORCA input:
```
! wB97M-V def2-TZVPD RIJCOSX def2/J DEFGRID3
* xyz -1 1
C -2.549 -1.153 0.227
C -1.154 -0.690 -0.197
N -0.374 -0.334 0.974
C 1.083 -0.351 0.777
C 1.609 0.272 -0.507
C 1.468 1.836 -0.577
O 2.348 2.527 0.125
H -2.909 -0.611 1.089
H -2.451 -2.206 0.545
H -3.253 -1.260 -0.592
H -0.624 -1.492 -0.705
H -1.229 0.120 -0.940
H -0.616 0.607 1.262
H 1.433 -1.381 0.903
H 1.511 0.221 1.607
H 1.174 -0.189 -1.404
H 2.686 0.063 -0.579
H 0.371 1.998 -0.313
H 1.477 2.024 -1.697
*
```

As for the HOMO energy: -2.3 eV. The electronic energy is -8916.366 eV. The SMILES is CCNCCC[O-]. The value obtained for the HOMO-LUMO gap is 6.04 eV. The energy relative to the best compared isomer or geometry (same formula, charge and spin) comes out at 67.3 kJ/mol.

***

[5]
C17H21ErN6O2 | ωB97M-V/def2-TZVPD

Geometry as ORCA input:
```
! wB97M-V def2-TZVPD RIJCOSX def2/J DEFGRID3
* xyz 2 4
Er -0.475 0.440 0.755
O 0.397 -0.710 4.873
C 0.394 -0.309 3.738
N -0.605 -0.446 2.770
C -1.722 -1.235 3.109
O -1.933 -1.848 4.112
C -2.783 -1.246 2.038
C -3.838 -2.123 2.163
C -4.810 -2.162 1.156
C -4.655 -1.374 0.010
C -3.533 -0.568 -0.077
N -2.581 -0.540 0.899
C 1.613 0.483 3.247
C 2.762 0.455 4.010
C 3.928 1.010 3.498
C 3.863 1.632 2.278
C 2.652 1.704 1.582
N 1.520 1.041 2.017
H -3.892 -2.780 3.028
H -5.636 -2.853 1.307
H -5.413 -1.367 -0.753
H -3.300 -0.002 -0.955
H 2.736 -0.081 4.953
H 4.845 0.975 4.058
H 4.696 2.173 1.859
H 2.568 2.150 0.638
C 1.477 2.084 -1.984
N 1.091 0.754 -1.398
C 2.313 -0.078 -1.089
C 0.085 -0.022 -2.061
N -0.643 -0.712 -1.184
N -0.156 0.131 -3.347
C -1.394 -0.336 -3.928
C 0.880 0.452 -4.308
H 1.803 2.794 -1.192
H 0.627 2.468 -2.507
H 2.271 2.055 -2.711
H 2.708 -0.596 -1.976
H 2.170 -0.852 -0.303
H 3.028 0.661 -0.734
H -1.295 -1.383 -1.584
H -1.344 -1.354 -4.334
H -1.674 0.287 -4.769
H -2.235 -0.289 -3.217
H 1.852 0.298 -3.867
H 0.799 1.472 -4.682
H 0.839 -0.252 -5.142
*
```

As for the HOMO energy (alpha / beta): -14.9 / -14.9 eV. The electronic energy is -58614.271 eV. The value obtained for the HOMO-LUMO gap (alpha / beta) is 7.81 / 7.89 eV.

***

[6]
C3H7O4P | ωB97M-V/def2-TZVPD

Geometry as ORCA input:
```
! wB97M-V def2-TZVPD RIJCOSX def2/J DEFGRID3
* xyz 0 1
C -1.138 0.451 0.204
C 0.186 0.355 -0.494
C 1.296 -0.610 -0.048
O 3.607 0.323 0.802
O 0.907 1.576 -0.426
O 1.325 -1.936 -0.922
O 1.181 -1.088 1.243
P 2.849 0.336 -0.459
H -0.961 0.431 1.226
H -1.949 -0.235 -0.281
H -1.403 1.413 -0.105
H 0.187 0.235 -1.613
H 0.381 2.352 -0.417
H 1.433 -2.736 -0.446
H 2.088 -1.238 1.484
*
```

As for the HOMO energy: -9.1 eV. The electronic energy is -20701.492 eV. The value obtained for the HOMO-LUMO gap is 9.22 eV. The energy relative to the best compared isomer or geometry (same formula, charge and spin) comes out at 191.5 kJ/mol.

***

[7]
C23H36BrClO11PS | ωB97M-V/def2-TZVPD

Geometry as ORCA input:
```
! wB97M-V def2-TZVPD RIJCOSX def2/J DEFGRID3
* xyz -1 1
C 1.885 5.029 -3.327
C 1.834 3.853 -3.885
P 1.557 2.015 -4.357
S 3.035 1.341 -2.880
Cl 3.156 2.244 -5.787
Br -0.021 2.619 -5.920
C 1.398 0.186 -4.955
O 2.672 -0.474 -4.733
C 2.529 -1.876 -4.395
C 0.246 1.796 -2.956
O -1.094 2.277 -3.288
C -1.355 3.576 -2.757
C -1.297 3.988 -1.206
O -1.684 4.495 -3.580
H 1.907 6.095 -2.890
H 4.234 2.018 -3.057
H 1.258 0.230 -6.110
H 0.487 -0.371 -4.540
H 3.050 -2.025 -3.371
H 1.458 -2.278 -4.431
H 3.140 -2.481 -5.182
H 0.117 0.685 -2.636
H 0.702 2.323 -2.023
H -1.020 5.111 -1.160
H -0.436 3.447 -0.641
H -2.263 3.766 -0.627
O 1.701 -0.975 -0.437
C 0.599 -1.184 0.006
O -0.468 -1.559 -0.751
C -1.639 -1.612 0.073
C -1.126 -1.779 1.483
C 0.187 -1.027 1.445
H -2.199 -0.683 -0.057
H -2.267 -2.450 -0.234
H -1.816 -1.413 2.236
H -0.936 -2.839 1.686
H 0.054 0.035 1.664
H 0.924 -1.471 2.115
O 4.885 3.818 3.283
C 4.825 3.033 2.367
O 3.677 2.705 1.718
C 3.949 1.669 0.764
C 5.428 1.765 0.485
C 5.980 2.246 1.809
H 3.670 0.707 1.206
H 3.352 1.831 -0.136
H 5.864 0.824 0.143
H 5.612 2.521 -0.286
H 6.204 1.416 2.483
H 6.857 2.880 1.672
O -2.097 -2.353 3.853
C -1.380 -3.138 4.420
O -0.036 -2.975 4.566
C 0.518 -4.139 5.186
C -0.636 -4.794 5.907
C -1.813 -4.446 5.022
H 0.941 -4.782 4.408
H 1.315 -3.845 5.873
H -0.500 -5.867 6.054
H -0.768 -4.333 6.891
H -1.953 -5.178 4.223
H -2.730 -4.328 5.601
O -4.917 -2.747 -0.653
C -5.225 -1.705 -0.131
O -4.392 -0.975 0.661
C -5.110 0.140 1.200
C -6.273 0.357 0.262
C -6.574 -1.047 -0.214
H -5.434 -0.111 2.215
H -4.454 1.012 1.245
H -7.123 0.851 0.737
H -5.956 0.972 -0.586
H -7.265 -1.565 0.455
H -6.951 -1.052 -1.237
*
```

As for the HOMO energy: -4.5 eV. The electronic energy is -149643.684 eV. The value obtained for the HOMO-LUMO gap is 6.20 eV.

***

[8]
C2H2N2OP | ωB97M-V/def2-TZVPD

Geometry as ORCA input:
```
! wB97M-V def2-TZVPD RIJCOSX def2/J DEFGRID3
* xyz 1 3
C 0.355 -0.935 1.270
C 0.124 -0.028 0.323
N 0.238 -2.016 1.900
N 0.363 -2.461 2.996
O 0.922 -0.071 3.224
P 0.853 -1.167 4.151
H -0.205 -0.134 -0.609
H 0.390 0.979 0.485
*
```

As for the HOMO energy (alpha / beta): -13.9 / -16.6 eV. The electronic energy is -16409.525 eV. The value obtained for the HOMO-LUMO gap (alpha / beta) is 7.98 / 7.60 eV. The energy relative to the best compared isomer or geometry (same formula, charge and spin) comes out at 31.0 kJ/mol.

***

[9]
C20H12BF4N2O4S3Ta | ωB97M-V/def2-TZVPD

Geometry as ORCA input:
```
! wB97M-V def2-TZVPD RIJCOSX def2/J DEFGRID3
* xyz 2 1
Ta -1.460 0.000 -1.591
S 3.345 -0.289 -4.840
C 4.940 -0.268 -5.427
C 5.856 -0.284 -4.420
C 5.243 -0.300 -3.142
C 3.876 -0.296 -3.209
C 2.937 -0.290 -2.087
C 1.554 -0.266 -2.307
N 0.668 -0.251 -1.305
C 1.097 -0.241 -0.019
C 2.441 -0.272 0.302
C 2.803 -0.295 1.699
C 1.854 -0.284 2.658
C 0.451 -0.221 2.320
C -0.591 -0.199 3.263
C -1.917 -0.128 2.873
C -2.171 -0.065 1.493
N -1.199 -0.082 0.575
C 0.104 -0.172 0.985
C -3.042 -0.104 3.806
C -4.378 -0.138 3.502
C -5.205 -0.089 4.650
C -4.475 -0.020 5.798
S -2.801 -0.050 5.500
C 3.354 -0.302 -0.762
H 5.120 -0.251 -6.491
H 6.923 -0.279 -4.585
H 5.810 -0.306 -2.220
H 1.156 -0.254 -3.315
H 3.852 -0.330 1.962
H 2.130 -0.314 3.704
H -0.336 -0.243 4.317
H -3.182 0.013 1.131
H -4.777 -0.197 2.498
H -6.284 -0.100 4.626
H -4.838 0.034 6.812
H 4.412 -0.328 -0.534
O -1.818 -1.849 -1.966
S -3.331 -1.314 -2.273
O -2.889 -0.260 -3.244
O -3.396 -0.437 -1.005
O -4.301 -2.274 -2.532
F -0.829 1.345 -2.724
B -1.671 3.113 -1.133
F -0.723 2.576 -0.370
F -2.732 2.278 -1.315
F -1.579 4.282 -1.657
*
```

As for the HOMO energy: -13.7 eV. The electronic energy is -77701.088 eV. The value obtained for the HOMO-LUMO gap is 4.78 eV. The energy relative to the best compared isomer or geometry (same formula, charge and spin) comes out at 25.0 kJ/mol.

***

[10]
C11H56NO16 | ωB97M-V/def2-TZVPD

Geometry as ORCA input:
```
! wB97M-V def2-TZVPD RIJCOSX def2/J DEFGRID3
* xyz 1 1
C 0.381 -0.366 4.081
C 0.159 0.793 2.977
C 0.471 0.214 1.539
C 0.143 1.028 0.330
N 0.507 0.515 -1.040
C -0.469 -0.571 -1.582
C 0.114 -1.891 -1.276
C 1.548 -1.732 -0.823
C 1.777 -0.239 -1.121
C 0.632 1.593 -1.992
C -0.515 2.595 -2.249
C -0.297 3.589 -3.450
H 1.415 -0.584 4.048
H -0.048 -1.429 3.794
H -0.114 -0.017 5.068
H 0.660 1.500 3.383
H -0.923 0.973 2.972
H -0.037 -0.916 1.411
H 1.565 0.060 1.518
H 0.640 2.074 0.193
H -0.931 1.318 0.330
H -0.658 -0.307 -2.540
H -1.518 -0.427 -1.402
H 0.292 -2.506 -2.101
H -0.406 -2.513 -0.505
H 2.367 -2.351 -1.190
H 1.661 -1.705 0.066
H 2.228 -0.338 -2.263
H 2.408 -0.007 -0.436
H 0.962 1.309 -2.947
H 1.537 2.165 -1.564
H -0.840 3.154 -1.609
H -1.355 2.163 -2.490
H -0.945 4.362 -3.652
H 0.105 3.084 -4.122
H 0.476 3.988 -3.031
O -3.782 -2.805 -0.486
H -3.482 -2.275 0.119
H -2.961 -3.167 -0.932
O -0.567 2.605 -7.108
H 0.184 2.195 -6.737
H -1.337 2.072 -6.804
O 1.886 -3.653 2.603
H 1.492 -3.729 1.828
H 2.396 -2.834 2.486
O 1.049 4.430 2.103
H 1.665 4.033 2.727
H 0.172 4.022 2.214
O 3.158 2.689 2.945
H 2.963 1.861 3.256
H 3.878 3.131 3.171
O -2.063 4.035 2.259
H -2.623 3.181 2.063
H -2.568 4.486 2.933
O -2.660 -1.345 3.611
H -2.350 -1.340 4.443
H -3.645 -1.285 3.602
O -2.265 -1.888 -3.999
H -2.775 -2.121 -4.815
H -2.139 -2.645 -3.487
O -1.527 -5.480 -0.020
H -1.739 -4.807 0.553
H -2.142 -6.341 -0.090
O -1.878 -4.236 -2.479
H -1.294 -4.502 -3.170
H -1.634 -4.874 -1.919
O -3.183 -0.608 1.004
H -2.776 -0.770 1.883
H -3.651 0.256 0.942
O 0.079 1.902 6.893
H 1.032 2.191 6.748
H -0.108 1.256 7.617
O 3.629 -2.619 -3.571
H 3.161 -2.030 -4.223
H 2.951 -3.190 -3.290
O -3.293 0.474 -3.263
H -3.914 0.780 -3.912
H -3.099 -0.427 -3.655
O 3.770 -1.592 1.912
H 4.042 -1.058 2.739
H 4.187 -1.524 1.132
O 3.643 2.570 0.400
H 3.734 3.629 0.113
H 3.394 2.770 1.337
*
```

As for the HOMO energy: -13.0 eV. The electronic energy is -46549.637 eV. The value obtained for the HOMO-LUMO gap is 10.60 eV. The energy relative to the best compared isomer or geometry (same formula, charge and spin) comes out at 450.5 kJ/mol.

***

[11]
C5H7NO | ωB97M-V/def2-TZVPD

Geometry as ORCA input:
```
! wB97M-V def2-TZVPD RIJCOSX def2/J DEFGRID3
* xyz 0 1
C 0.128 -1.952 -0.174
N 0.265 -0.661 0.424
C 1.288 0.189 0.024
O 2.417 -0.104 -0.279
C 0.488 1.484 0.221
C -0.825 1.485 -0.526
C -0.875 0.294 0.398
H -0.280 -2.530 0.713
H -0.673 -2.029 -1.021
H 1.077 -2.194 -0.399
H 0.665 2.099 1.094
H -1.574 2.349 -0.316
H -0.655 1.270 -1.552
H -1.448 0.299 1.394
*
```

As for the HOMO energy: -8.7 eV. The electronic energy is -8832.586 eV. The SMILES is CN1C(=O)[C@H]2C[C@H]21. The value obtained for the HOMO-LUMO gap is 9.65 eV. The energy relative to the best compared isomer or geometry (same formula, charge and spin) comes out at 348.9 kJ/mol.

***

[12]
C4H12OS2 | ωB97M-V/def2-TZVPD

Geometry as ORCA input:
```
! wB97M-V def2-TZVPD RIJCOSX def2/J DEFGRID3
* xyz 0 1
C 1.309 1.737 2.291
C 0.478 1.074 1.135
S 1.017 1.623 -0.478
S -0.605 1.199 -1.686
C -0.482 -0.609 -1.785
C 0.542 -1.115 -2.785
H 2.290 1.282 2.358
H 0.691 1.500 3.155
H 1.317 2.820 2.195
H -0.579 0.985 1.371
H 0.852 0.043 1.213
H -0.119 -0.909 -0.806
H -1.454 -1.095 -1.799
H 0.833 -2.158 -2.601
H 1.479 -0.561 -2.758
H 0.107 -1.171 -3.786
O -2.286 -1.765 1.446
H -3.183 -2.040 1.646
H -2.207 -0.840 1.675
*
```

As for the HOMO energy: -8.6 eV. The electronic energy is -28060.288 eV. The SMILES is CCSSCC.O. The value obtained for the HOMO-LUMO gap is 9.17 eV. The energy relative to the best compared isomer or geometry (same formula, charge and spin) comes out at 55.7 kJ/mol.

***

[13]
C11H18ClDyIN2O2P | ωB97M-V/def2-TZVPD

Geometry as ORCA input:
```
! wB97M-V def2-TZVPD RIJCOSX def2/J DEFGRID3
* xyz 2 6
C -3.736 2.078 -4.486
C -3.844 0.728 -4.011
H -4.440 2.225 -5.339
H -2.694 2.194 -4.844
H -3.952 2.777 -3.645
O -4.006 -0.283 -3.468
I -3.350 1.791 -0.097
Dy -0.702 0.873 0.077
P 0.959 -1.225 -1.128
C 1.154 -3.046 -1.007
C 0.713 -0.987 -2.933
H 2.750 0.386 -1.021
H 3.329 -1.162 -1.718
H 3.067 -0.982 0.047
C 2.698 -0.704 -0.944
H 0.541 0.083 -3.126
H 1.599 -1.323 -3.502
H 1.821 -3.446 -1.792
H 0.177 -3.548 -1.082
H -0.175 -1.538 -3.274
H 1.574 -3.323 -0.025
C -1.297 -1.564 0.492
O -1.636 -2.639 0.749
Cl 0.837 2.724 -0.589
N 1.557 -1.084 2.522
C 1.006 0.058 3.058
C 1.455 0.539 4.298
C 0.865 1.653 4.857
C -0.200 2.236 4.149
C -0.578 1.745 2.904
N 0.074 0.703 2.304
H 1.019 -1.606 1.844
H 2.128 -1.616 3.170
H 2.242 -0.029 4.801
H 1.215 2.061 5.812
H -0.739 3.071 4.588
H -1.429 2.180 2.357
*
```

As for the HOMO energy: -14.4 eV. The electronic energy is -72757.161 eV. The value obtained for the HOMO-LUMO gap is 6.47 eV.

***

Computed values of max |F| (unit: eV/Å) for the preceding records, in sequence: 6.0; 2.1; 3.5; 1.8; 2.8; 4.4; 6.7; 4.6; 2.5; 11.7; 5.4; 2.6; 5.6.